(1)
ORCA calculation (the ωB97M-V functional and the def2-TZVPD basis) on a 3-piece molecular cluster, C3H15N2O2 overall at a distorted geometry.

Net charge: +1
Energy above the lowest of the compared OMol25 structures with the same formula, charge and spin: 83.5 kJ/mol
Energy: -383.0441 a.u.
Largest force on an atom: 2.27 eV/Å

Each line ends with the Löwdin charge.
Cartesian coordinates (Å):
N (-0.829, -0.896, 0.550)  0.128
C (0.544, -1.442, 0.720)  -0.122
C (1.437, -0.208, 0.935)  -0.220
N (1.133, 0.829, -0.043)  -0.116
C (1.298, 2.195, 0.490)  -0.096
H (-1.309, -1.547, -0.073)  0.126
H (-1.398, -0.608, 1.344)  0.170
H (-0.755, 0.001, 0.043)  0.095
H (0.558, -2.017, 1.635)  0.130
H (0.892, -1.939, -0.174)  0.116
H (1.261, 0.151, 1.956)  0.117
H (2.496, -0.439, 1.052)  0.130
H (1.798, 0.786, -0.789)  0.106
H (1.396, 2.284, 1.570)  0.082
H (0.416, 2.809, 0.285)  0.074
H (2.084, 2.723, -0.046)  0.085
H (-3.102, 0.352, -1.508)  0.061
H (-3.319, 1.089, -0.136)  0.063
O (-2.693, 0.601, -0.676)  -0.033
H (-0.581, -2.340, -2.681)  0.074
H (-0.654, -0.751, -2.416)  0.060
O (-0.675, -1.632, -2.038)  -0.031



(2)
ORCA calculation (the ωB97M-V functional and the def2-TZVPD basis) on a 5-piece molecular cluster, C36H75FO15Si overall at a distorted geometry.

SMILES string: CCOCC[Si@](CCF)(CCCCO)CCCCCCCCCOC.CCOC(=O)OC.CCOC(=O)OC.CCOC(=O)OC.CCOC(=O)OC
Energy: -2934.6266 a.u.
Largest force on an atom: 2.07 eV/Å

Each line ends with the Löwdin charge.
Cartesian coordinates (Å):
C (-3.561, -0.311, -4.677)  -0.073
C (-3.983, -0.842, -3.257)  -0.272
O (-2.902, -1.304, -2.460)  -0.170
C (-1.862, -0.341, -2.317)  -0.258
C (-2.330, 1.092, -1.848)  -0.196
Si (-1.232, 1.894, -0.504)  0.661
C (-2.422, 2.955, 0.583)  -0.213
C (-3.536, 1.990, 1.160)  -0.273
F (-3.983, 2.382, 2.412)  -0.059
C (0.068, 3.062, -1.317)  -0.241
C (0.620, 2.515, -2.677)  -0.252
C (1.541, 1.261, -2.481)  -0.180
C (1.941, 0.725, -3.903)  -0.246
O (3.093, 1.438, -4.367)  -0.095
C (-0.351, 0.651, 0.649)  -0.245
C (-0.432, 1.016, 2.195)  -0.225
C (0.655, 0.149, 2.961)  -0.205
C (0.019, -0.957, 3.866)  -0.200
C (-0.772, -2.027, 3.005)  -0.195
C (0.086, -3.294, 2.668)  -0.191
C (0.037, -3.752, 1.163)  -0.195
C (-1.324, -3.515, 0.436)  -0.169
C (-1.253, -4.118, -1.022)  -0.237
O (-1.291, -5.544, -1.026)  -0.191
C (-2.660, -5.952, -1.016)  -0.117
H (-4.418, -0.332, -5.382)  0.079
H (-2.702, -0.918, -5.038)  0.082
H (-3.208, 0.738, -4.534)  0.062
H (-4.631, -0.090, -2.756)  0.108
H (-4.634, -1.731, -3.435)  0.120
H (-1.274, -0.188, -3.260)  0.111
H (-1.133, -0.791, -1.602)  0.091
H (-2.273, 1.759, -2.745)  0.073
H (-3.379, 1.129, -1.488)  0.068
H (-1.887, 3.507, 1.383)  0.075
H (-2.971, 3.719, -0.017)  0.078
H (-3.058, 0.982, 1.240)  0.089
H (-4.361, 1.862, 0.425)  0.109
H (0.883, 3.155, -0.556)  0.083
H (-0.362, 4.079, -1.484)  0.081
H (1.261, 3.313, -3.128)  0.116
H (-0.177, 2.274, -3.417)  0.093
H (1.019, 0.414, -1.974)  0.091
H (2.436, 1.511, -1.866)  0.117
H (2.064, -0.378, -3.915)  0.121
H (1.091, 0.965, -4.585)  0.110
H (3.618, 0.834, -4.898)  0.082
H (0.731, 0.668, 0.361)  0.073
H (-0.731, -0.383, 0.495)  0.044
H (-0.250, 2.105, 2.283)  0.097
H (-1.414, 0.743, 2.638)  0.098
H (1.336, -0.268, 2.190)  0.100
H (1.252, 0.870, 3.572)  0.106
H (0.875, -1.463, 4.376)  0.103
H (-0.667, -0.477, 4.598)  0.108
H (-1.628, -2.368, 3.633)  0.111
H (-1.155, -1.480, 2.123)  0.068
H (-0.125, -4.133, 3.370)  0.108
H (1.152, -3.016, 2.874)  0.100
H (0.902, -3.329, 0.602)  0.112
H (0.209, -4.859, 1.164)  0.109
H (-2.214, -3.878, 0.987)  0.117
H (-1.433, -2.412, 0.279)  0.082
H (-2.151, -3.709, -1.550)  0.105
H (-0.370, -3.697, -1.550)  0.126
H (-2.684, -6.946, -0.526)  0.079
H (-3.303, -5.286, -0.386)  0.088
H (-3.117, -5.952, -2.031)  0.095
C (-7.988, -7.541, 3.074)  -0.067
C (-7.266, -8.770, 3.587)  -0.215
O (-6.130, -9.079, 2.770)  0.037
C (-5.042, -8.345, 3.008)  -0.610
O (-4.936, -7.482, 3.836)  0.127
O (-4.092, -8.727, 2.150)  0.009
C (-2.887, -7.970, 2.250)  -0.045
H (-8.239, -7.658, 2.018)  0.081
H (-8.906, -7.371, 3.639)  0.080
H (-7.362, -6.652, 3.159)  0.075
H (-7.927, -9.635, 3.532)  0.122
H (-6.969, -8.655, 4.631)  0.124
H (-2.515, -7.946, 3.274)  0.098
H (-3.052, -6.957, 1.880)  0.086
H (-2.138, -8.452, 1.624)  0.096
C (5.119, -4.863, -1.060)  -0.065
C (5.985, -4.465, -2.238)  -0.214
O (5.495, -3.270, -2.858)  0.035
C (5.821, -2.133, -2.240)  -0.610
O (6.483, -2.032, -1.244)  0.130
O (5.263, -1.124, -2.915)  0.002
C (5.473, 0.158, -2.321)  -0.037
H (4.072, -4.936, -1.363)  0.081
H (5.437, -5.825, -0.656)  0.080
H (5.172, -4.120, -0.263)  0.075
H (5.949, -5.244, -3.000)  0.122
H (7.030, -4.347, -1.945)  0.124
H (6.530, 0.343, -2.130)  0.101
H (4.899, 0.239, -1.397)  0.101
H (5.111, 0.908, -3.020)  0.065
C (6.215, 5.293, 1.038)  -0.066
C (6.724, 6.223, -0.045)  -0.215
O (7.004, 5.503, -1.252)  0.037
C (5.939, 5.217, -2.003)  -0.610
O (4.801, 5.517, -1.763)  0.123
O (6.358, 4.521, -3.062)  0.008
C (5.304, 4.086, -3.923)  -0.038
H (6.907, 4.462, 1.186)  0.082
H (6.099, 5.829, 1.981)  0.079
H (5.250, 4.863, 0.766)  0.073
H (7.666, 6.672, 0.270)  0.122
H (6.024, 7.038, -0.236)  0.122
H (4.663, 4.917, -4.218)  0.099
H (4.719, 3.308, -3.432)  0.073
H (5.759, 3.667, -4.818)  0.097
C (-3.547, 8.569, 2.695)  -0.066
C (-2.865, 7.340, 3.264)  -0.212
O (-1.741, 6.957, 2.462)  0.031
C (-0.626, 7.662, 2.662)  -0.611
O (-0.485, 8.559, 3.447)  0.127
O (0.304, 7.204, 1.819)  0.004
C (1.538, 7.919, 1.876)  -0.042
H (-3.803, 8.412, 1.646)  0.081
H (-4.457, 8.795, 3.251)  0.080
H (-2.890, 9.439, 2.739)  0.075
H (-3.556, 6.497, 3.248)  0.122
H (-2.564, 7.494, 4.302)  0.124
H (1.916, 7.978, 2.896)  0.096
H (1.410, 8.918, 1.457)  0.099
H (2.259, 7.375, 1.268)  0.091



(3)
ORCA calculation (the ωB97M-V functional and the def2-TZVPD basis) on a 7-piece molecular cluster, C19H55Cl3O24P6 overall at a distorted geometry.

SMILES string: COP(=O)(OC)OC.COP(=O)(OC)OC.COP(=O)(OC)OC.COP(=O)(OC)OC.COP(=O)(OC)OC.COP(=O)(OC)OC.ClC(Cl)Cl
Energy above the lowest of the compared OMol25 structures with the same formula, charge and spin: 80.5 kJ/mol
Energy: -5991.9002 a.u.
Largest force on an atom: 3.84 eV/Å

Each line ends with the Löwdin charge.
Cartesian coordinates (Å):
C (-3.484, 2.062, 0.370)  -0.070
O (-2.239, 2.842, 0.333)  -0.235
P (-1.964, 3.778, 1.566)  0.371
O (-3.230, 4.272, 2.175)  -0.252
O (-0.981, 3.175, 2.664)  -0.211
C (-1.670, 2.274, 3.532)  -0.108
O (-0.889, 4.845, 1.021)  -0.252
C (-1.104, 5.535, -0.299)  -0.024
H (-3.585, 1.565, -0.590)  0.058
H (-4.316, 2.742, 0.512)  0.083
H (-3.440, 1.379, 1.219)  0.050
H (-0.875, 1.767, 4.074)  0.088
H (-2.253, 1.509, 2.971)  0.070
H (-2.346, 2.748, 4.239)  0.087
H (-1.559, 4.816, -1.004)  0.063
H (-0.105, 5.788, -0.665)  0.052
H (-1.897, 6.293, -0.129)  0.098
C (-5.117, -1.493, 3.494)  -0.048
O (-4.308, -1.213, 2.310)  -0.200
P (-2.884, -1.687, 1.934)  0.327
O (-2.021, -0.662, 1.357)  -0.223
O (-2.452, -2.449, 3.268)  -0.247
C (-1.035, -2.515, 3.599)  -0.042
O (-2.906, -2.878, 0.893)  -0.239
C (-3.624, -4.114, 1.116)  -0.090
H (-5.923, -2.146, 3.188)  0.077
H (-5.495, -0.525, 3.915)  0.107
H (-4.557, -2.089, 4.268)  0.098
H (-0.928, -2.610, 4.686)  0.097
H (-0.542, -1.549, 3.230)  0.110
H (-0.622, -3.335, 3.068)  0.040
H (-4.742, -3.969, 1.022)  0.096
H (-3.554, -4.422, 2.156)  0.079
H (-3.334, -4.816, 0.304)  0.087
C (-4.244, -2.405, -2.517)  -0.108
O (-3.588, -3.311, -3.429)  -0.239
P (-2.054, -3.850, -3.033)  0.377
O (-1.872, -4.350, -1.669)  -0.215
O (-1.747, -4.800, -4.254)  -0.183
C (-2.374, -6.093, -4.024)  -0.091
O (-1.139, -2.616, -3.327)  -0.247
C (0.266, -2.539, -2.848)  -0.039
H (-4.611, -2.914, -1.611)  0.083
H (-5.046, -2.031, -3.154)  0.090
H (-3.607, -1.607, -2.188)  0.039
H (-2.692, -6.552, -4.949)  0.086
H (-3.330, -5.970, -3.408)  0.109
H (-1.780, -6.794, -3.567)  0.054
H (0.603, -1.612, -3.285)  0.080
H (0.928, -3.343, -3.144)  0.088
H (0.268, -2.401, -1.815)  0.022
C (2.388, 7.140, 2.620)  -0.094
O (2.132, 7.166, 1.216)  -0.191
P (2.802, 6.105, 0.274)  0.346
O (2.007, 5.933, -0.965)  -0.243
O (4.182, 6.798, -0.108)  -0.216
C (5.017, 6.114, -1.101)  -0.048
O (3.164, 4.835, 1.123)  -0.195
C (2.123, 3.865, 1.375)  -0.078
H (1.939, 6.283, 3.131)  0.081
H (1.938, 8.135, 3.013)  0.125
H (3.424, 7.171, 2.862)  0.072
H (4.446, 6.051, -1.978)  0.059
H (5.252, 5.124, -0.714)  0.089
H (5.898, 6.741, -1.188)  0.089
H (1.460, 3.634, 0.466)  0.096
H (1.387, 4.315, 2.101)  0.083
H (2.503, 2.940, 1.739)  0.069
C (-0.256, -4.847, 1.137)  -0.068
O (1.054, -4.597, 1.695)  -0.204
P (2.253, -4.127, 0.817)  0.307
O (2.016, -3.129, -0.212)  -0.205
O (3.389, -3.884, 1.883)  -0.197
C (3.599, -2.555, 2.453)  -0.037
O (2.669, -5.493, 0.150)  -0.214
C (3.290, -5.487, -1.168)  -0.075
H (-0.795, -5.526, 1.795)  0.103
H (-0.171, -5.386, 0.215)  0.080
H (-0.731, -3.913, 0.986)  0.055
H (4.563, -2.609, 2.923)  0.087
H (2.939, -2.436, 3.275)  0.072
H (3.431, -1.806, 1.690)  0.073
H (4.279, -5.061, -1.090)  0.078
H (2.615, -5.029, -1.991)  0.113
H (3.564, -6.519, -1.339)  0.076
C (4.632, -0.026, -2.138)  -0.105
O (3.251, 0.183, -1.868)  -0.209
P (3.034, 1.175, -0.651)  0.354
O (3.953, 0.993, 0.471)  -0.225
O (1.459, 0.979, -0.416)  -0.251
C (0.791, -0.285, 0.050)  -0.061
O (3.053, 2.642, -1.291)  -0.230
C (2.170, 3.061, -2.352)  -0.071
H (5.278, 0.316, -1.422)  0.040
H (4.896, 0.556, -3.059)  0.105
H (4.807, -1.105, -2.314)  0.102
H (0.952, -0.988, -0.734)  0.026
H (-0.227, 0.023, 0.356)  0.046
H (1.280, -0.670, 0.914)  0.062
H (2.679, 3.825, -2.878)  0.071
H (1.311, 3.519, -1.900)  0.067
H (1.893, 2.222, -3.030)  0.098
Cl (-1.402, 0.458, -2.094)  0.639
C (-1.708, 1.202, -3.713)  -1.504
Cl (-2.282, 2.836, -3.673)  0.574
Cl (-2.823, 0.173, -4.619)  0.561
H (-0.770, 1.236, -4.293)  0.022



Record order is preserved below.
Frontier orbital gap: 0.3799; 0.3692; 0.3828 hartree
Record order is preserved below.
Molecular weight: 111.16; 795.07; 959.83 g mol⁻¹